C5H12 | ωB97M-V/def2-TZVPD

Each atom is followed by the atoms it is bonded to, with distances in Å.
Element x y z (Å)
1 C -0.9605 2.0827 0.8823  C2 1.547, H6 1.075, H7 1.094, H8 1.088
2 C -0.1158 0.8155 0.6081  C1 1.547, C3 1.509, H9 1.079, H10 1.096
3 C -0.4326 0.1216 -0.6938  C2 1.509, C4 1.553, H11 1.121, H12 1.107
4 C 0.0863 -1.3399 -0.7746  C3 1.553, C5 1.471, H13 1.123, H14 1.103
5 C 1.3877 -1.6828 -0.1820  C4 1.471, H15 1.133, H16 1.121, H17 1.114
6 H -1.9454 1.9222 0.4813  C1 1.075
7 H -1.0018 2.1406 1.9742  C1 1.094
8 H -0.4546 2.9863 0.5492  C1 1.088
9 H 0.8848 1.2028 0.4972  C2 1.079
10 H -0.3152 0.0633 1.3803  C2 1.096
11 H -1.5257 -0.0701 -0.8540  C3 1.121
12 H -0.2018 0.7351 -1.5865  C3 1.107
13 H -0.7004 -2.0276 -0.3627  C4 1.123
14 H -0.0391 -1.5470 -1.8513  C4 1.103
15 H 2.1701 -1.2340 -0.8674  C5 1.133
16 H 1.4846 -1.4139 0.9016  C5 1.121
17 H 1.6794 -2.7548 -0.1017  C5 1.114

**Lowest unoccupied orbital energy**: 1.2262 eV
**Energy above the lowest of the compared OMol25 structures with the same formula, charge and spin**: 1.0282 eV
**Net charge**: 0